Entry 1:
Formula: C12H8BCl4F6FeN2O2Sb
Source: the OMol25 dataset
Level of theory: ωB97M-V/def2-TZVPD

```
! wB97M-V def2-TZVPD RIJCOSX def2/J DEFGRID3
* xyz 0 1
Fe -0.214 0.262 0.246
Cl 3.625 0.255 5.769
C 3.043 0.177 4.167
C 3.970 0.129 3.082
Cl 5.641 0.132 3.405
C 3.530 0.086 1.768
Cl 4.621 0.085 0.450
C 2.157 0.095 1.511
O 1.621 0.101 0.352
C 1.201 0.102 2.608
O -0.015 0.054 2.274
C 1.686 0.155 3.939
Cl 0.554 0.230 5.213
F 0.010 1.779 -1.346
Sb 0.114 3.492 -0.282
F -1.259 4.126 -1.391
F -1.151 2.575 0.832
F 0.094 5.019 0.800
F 1.356 2.631 0.887
F 1.540 4.010 -1.388
C 0.062 -4.730 -0.030
C -1.136 -4.117 0.307
C -1.228 -2.741 0.220
N -0.207 -1.981 -0.181
C 0.939 -2.570 -0.530
C 1.114 -3.940 -0.469
H 0.166 -5.804 0.044
H -1.995 -4.691 0.621
H -2.140 -2.216 0.473
H 1.736 -1.915 -0.858
H 2.052 -4.379 -0.774
B -4.652 0.213 0.024
C -3.138 0.207 0.140
N -1.975 0.183 0.178
H -4.918 0.233 -1.150
H -5.086 -0.786 0.538
H -5.070 1.199 0.568
*
```

Relative energy (zero: lowest compared OMol25 entry of this formula, charge and spin) in kcal per mole: 38.9
E in eV: -127645.3174
HOMO-LUMO gap (spin up / spin down) in eV: 4.635 / 4.662
Molar mass in g/mol: 656.4
HOMO (spin up / spin down) in eV: -9.18 / -9.19


Entry 2:
Formula: C12H8Cl4N2O3SSbSe4V
Source: the OMol25 dataset
Level of theory: ωB97M-V/def2-TZVPD

```
! wB97M-V def2-TZVPD RIJCOSX def2/J DEFGRID3
* xyz 0 3
V -1.027 1.947 0.263
Cl 4.086 1.982 -0.559
C 2.867 2.079 -1.849
Cl 3.132 0.777 -3.027
Cl 2.893 3.662 -2.647
C 1.566 1.952 -1.234
N 0.569 2.007 -0.676
C 0.446 -4.412 2.349
C 0.202 -3.836 0.984
C 0.130 -4.643 -0.140
C -0.041 -4.101 -1.406
Cl -0.123 -5.148 -2.781
C -0.132 -2.733 -1.574
C -0.078 -1.919 -0.453
C 0.071 -2.455 0.812
O 0.092 -1.702 1.966
C 0.600 -0.402 1.912
C -0.387 0.726 1.698
O -1.591 0.602 1.369
O 0.096 1.900 1.742
H 0.505 -5.497 2.295
H -0.345 -4.133 3.044
H 1.384 -4.031 2.757
H 0.218 -5.716 -0.024
H -0.259 -2.304 -2.558
H -0.159 -0.853 -0.600
H 1.399 -0.301 1.167
H 1.042 -0.196 2.890
S -2.090 1.210 -1.620
C -3.184 1.649 -0.456
N -3.736 2.183 0.418
Se -3.926 6.974 -1.151
Sb -1.604 6.293 -0.785
Se -0.468 6.833 -2.864
Se -0.794 7.733 0.999
Se -1.353 3.873 -0.264
*
```

Relative energy (zero: lowest compared OMol25 entry of this formula, charge and spin) in kcal per mole: 70.3
E in eV: -376226.9771
HOMO-LUMO gap (spin up / spin down) in eV: 4.577 / 4.928
Molar mass in g/mol: 890.6
HOMO (spin up / spin down) in eV: -7.65 / -7.67


Entry 3:
Formula: C12H8ClN5O6
Source: the OMol25 dataset
Level of theory: ωB97M-V/def2-TZVPD

```
! wB97M-V def2-TZVPD RIJCOSX def2/J DEFGRID3
* xyz 0 1
O 4.173 -6.971 -1.793
N 5.028 -6.110 -1.524
O 6.259 -6.317 -1.653
C 4.644 -4.797 -1.037
C 5.648 -3.815 -0.956
C 5.351 -2.557 -0.498
N 6.399 -1.621 -0.193
O 7.589 -1.897 -0.468
O 6.074 -0.563 0.417
C 3.981 -2.079 -0.042
N 3.548 -1.037 -0.846
C 2.824 0.148 -0.298
C 2.650 1.216 -1.160
C 1.878 2.313 -0.732
C 1.337 2.295 0.567
Cl 0.344 3.602 1.076
C 1.565 1.226 1.426
C 2.342 0.142 0.992
C 3.018 -3.226 -0.106
C 3.349 -4.530 -0.479
N 2.410 -5.447 -0.058
O 1.504 -4.699 0.637
N 1.839 -3.326 0.629
O 1.164 -2.550 1.290
H 6.676 -4.047 -1.243
H 4.077 -1.775 1.005
H 2.932 -1.434 -1.569
H 4.331 -0.674 -1.400
H 3.125 1.219 -2.148
H 1.692 3.161 -1.386
H 1.137 1.225 2.429
H 2.536 -0.677 1.676
*
```

SMILES: O=[N+]([O-])C1=CC(=[N+]([O-])[O-])[C@@H]([NH2+]c2ccc(Cl)cc2)c2c1no[n+]2[O-]
E in eV: -44819.7898
HOMO-LUMO gap in eV: 7.467
Molar mass in g/mol: 353.7
HOMO in eV: -8.34